(1)
The following is a quantum chemistry calculation of a 6-piece molecular cluster, C36H45BClN5O5P2S overall, from the Open Molecules 2025 dataset.

Summary:
Gap between HOMO and LUMO = 0.194 Eh
SMILES = CCCCCc1cc(B(O)OC)c(P(O)Cl)c2c1C(=O)C([PH2]=S)=CC2=O.c1cc[nH]c1.c1cc[nH]c1.c1cc[nH]c1.c1cc[nH]c1.c1cc[nH]c1

The geometry in XYZ format:
```
96
Properties=species:S:1:pos:R:3:forces:R:3
C 6.2158 -1.4262 -1.1779 0.65 -0.04 -0.28
C 5.1963 -0.1823 -1.5213 0.43 0.20 -0.65
C 3.9648 -0.5921 -2.5548 0.43 -0.25 0.57
C 2.5559 0.2279 -2.1944 -0.04 -1.65 0.63
C 1.8905 -0.6137 -0.9199 0.15 0.15 -0.60
C 0.4757 0.0209 -0.3806 -3.04 0.44 1.26
C 0.0912 1.6327 -0.4124 -2.71 -3.19 1.36
C -1.4118 2.1091 0.1329 0.86 -3.59 0.19
B -1.8329 3.7189 0.0621 -0.54 2.60 0.07
O -1.5899 4.6890 1.1826 0.44 -1.08 -4.36
O -2.4529 4.3353 -1.1640 0.12 -2.95 2.90
C -3.5731 3.5098 -1.6491 -1.08 -0.01 -2.07
C -2.5388 1.0227 0.7221 3.96 -2.91 -0.98
P -4.2475 1.7042 1.3068 -0.61 0.25 -0.62
O -5.5557 0.6278 0.8738 3.13 -0.29 -0.77
Cl -4.1917 1.8100 3.4585 0.10 -0.74 -1.27
C -2.1567 -0.5817 0.7528 2.43 1.93 -1.34
C -0.6519 -1.0562 0.1975 -1.14 2.17 -0.01
C -0.3880 -2.7074 0.2314 3.29 -1.02 1.37
O 0.7836 -3.2746 0.5339 -7.18 3.36 -2.17
C -1.7505 -3.6194 -0.0997 -2.55 2.41 1.92
P -1.4423 -5.1968 -1.1574 -0.61 0.60 -0.04
S -2.9457 -6.4302 -1.2222 0.10 0.22 0.24
C -3.1158 -3.1949 0.4107 4.10 -0.25 -1.11
C -3.2162 -1.7660 1.2744 -2.33 0.54 3.60
O -4.0552 -1.5967 2.3204 5.37 -1.07 -6.99
H 5.7539 -2.2733 -0.5145 0.61 1.72 -1.30
H 7.1914 -1.0446 -0.6065 -2.21 -0.70 -1.26
H 6.5969 -1.9320 -2.1877 -0.89 1.12 2.15
H 5.8373 0.6349 -2.0985 -1.33 -1.55 1.46
H 4.7698 0.2933 -0.5305 0.83 -0.96 -1.95
H 4.3153 -0.4195 -3.6644 -0.78 -0.19 2.23
H 3.8369 -1.7718 -2.4312 -0.16 2.55 -0.30
H 1.7944 0.1097 -3.0867 1.61 0.64 1.75
H 2.7426 1.3350 -1.8610 -0.24 -2.08 -0.97
H 2.7003 -0.7041 -0.0622 -1.90 0.34 -1.53
H 1.7433 -1.7191 -1.3299 -0.04 2.40 1.12
H 0.8954 2.4011 -0.8441 -2.15 -1.77 1.16
H -1.4422 5.5698 0.6870 -0.72 -1.75 1.27
H -3.2480 2.4070 -1.9475 -0.58 2.23 0.96
H -3.9261 4.0076 -2.6753 0.84 -0.95 2.28
H -4.5188 3.5149 -0.9324 2.25 -0.05 -1.30
H -5.2518 -0.0444 0.1693 -0.62 1.35 1.72
H -1.1821 -4.7197 -2.5221 0.25 0.02 1.39
H -0.2010 -5.7676 -0.6937 -0.59 0.73 -0.24
H -4.0808 -3.8328 0.1880 2.19 1.33 0.66
C 0.9731 -7.6105 -3.5826 -0.31 0.06 0.21
C 2.0649 -8.4910 -3.7718 0.23 -0.35 0.08
C 1.8695 -9.5716 -2.9411 0.07 0.02 -0.03
N 0.7005 -9.3717 -2.2540 0.03 0.04 -0.06
C 0.1440 -8.1810 -2.6427 -0.02 0.07 0.07
H 0.8085 -6.6632 -4.0794 0.00 -0.16 0.05
H 2.9032 -8.3521 -4.4422 -0.14 -0.05 0.12
H 2.4613 -10.4627 -2.7796 -0.08 0.18 -0.06
H 0.3093 -10.0043 -1.5682 0.13 0.26 -0.28
H -0.7909 -7.8417 -2.2172 0.09 -0.12 -0.13
C 3.1419 5.6512 0.0552 0.35 0.06 -0.25
C 2.4666 4.8420 0.9999 -0.06 -0.31 0.20
C 3.2816 3.7674 1.2770 -0.15 -0.12 0.08
N 4.4228 3.8973 0.5291 0.05 0.03 0.02
C 4.3489 5.0459 -0.2150 0.00 0.09 -0.12
H 2.7867 6.5762 -0.3801 0.09 -0.15 0.07
H 1.4911 5.0241 1.4321 0.14 -0.07 -0.02
H 3.1469 2.9229 1.9397 -0.01 0.12 -0.08
H 5.1984 3.2476 0.5273 -0.30 0.24 -0.01
H 5.1587 5.3327 -0.8724 -0.16 -0.02 0.10
C -5.7234 -1.3371 7.9009 0.04 0.37 0.15
C -5.5231 -2.3492 6.9320 0.15 -0.11 -0.33
C -4.8257 -1.7851 5.8873 0.00 -0.03 -0.05
N -4.6024 -0.4670 6.1898 0.01 -0.10 0.11
C -5.1415 -0.1862 7.4183 -0.04 0.00 0.03
H -6.2357 -1.4372 8.8490 0.09 0.04 -0.15
H -5.8516 -3.3788 6.9904 0.07 0.17 -0.03
H -4.4714 -2.2074 4.9564 -0.10 0.08 0.14
H -4.1153 0.1945 5.5993 -0.20 -0.29 0.15
H -5.0664 0.8063 7.8420 -0.04 -0.18 -0.05
C 5.2331 0.3874 4.3653 0.14 0.06 -0.37
C 4.5810 0.8193 5.5449 -0.14 0.29 0.20
C 4.4690 2.1899 5.4737 0.02 -0.03 0.05
N 5.0349 2.6004 4.2948 -0.05 0.02 0.01
C 5.4986 1.5076 3.6097 0.01 -0.05 -0.02
H 5.4811 -0.6309 4.0955 -0.04 0.18 0.03
H 4.2303 0.1975 6.3584 0.05 0.13 -0.15
H 4.0374 2.9063 6.1599 0.08 -0.16 -0.11
H 5.0993 3.5595 3.9793 -0.06 -0.34 0.11
H 5.9780 1.6204 2.6465 -0.02 -0.07 0.17
C -4.5070 5.8463 -6.7717 -0.37 0.06 0.20
C -3.4151 4.9658 -6.9608 0.18 -0.36 0.10
C -3.6106 3.8852 -6.1302 0.13 0.00 -0.04
N -4.7796 4.0851 -5.4431 -0.02 -0.03 0.00
C -5.3360 5.2758 -5.8318 -0.03 0.14 -0.02
H -4.6715 6.7936 -7.2685 0.01 -0.17 0.10
H -2.5769 5.1047 -7.6313 -0.14 -0.04 0.12
H -3.0187 2.9941 -5.9687 -0.08 0.17 -0.05
H -5.1708 3.4524 -4.7572 0.13 0.24 -0.32
H -6.2709 5.6151 -5.4063 0.17 -0.03 -0.09
```
Positions in Å, forces in eV/Å.

(2)
The following is a quantum chemistry calculation of C33H57N3O5SiZn as an isolated structure, from the Open Molecules 2025 dataset.

Summary:
Relative energy (zero: lowest compared OMol25 entry of this formula, charge and spin) = 0.0 kcal/mol
Gap between HOMO and LUMO = 0.287 Eh

The geometry in XYZ format:
```
100
Properties=species:S:1:pos:R:3:forces:R:3
O -2.4307 2.3872 -1.7733 0.15 0.76 -0.73
O -3.2719 -0.1068 -3.7505 -0.06 -0.54 -0.13
C -2.4250 3.7600 -1.3326 -0.06 -0.59 -0.31
C -1.0430 4.2309 -0.9006 0.02 0.24 0.02
H -3.1308 3.8035 -0.4966 0.09 -0.09 -0.16
H -2.8014 4.4152 -2.1396 -0.01 -0.17 0.32
H -0.4740 3.4429 -0.3911 -0.18 0.11 -0.06
H -1.1599 5.0668 -0.2092 0.10 0.04 0.00
H -0.4664 4.5881 -1.7597 0.05 -0.06 0.21
C -1.5177 2.1773 -2.8803 0.09 -0.21 0.85
C -1.9178 2.7327 -4.2279 -0.25 0.15 -0.05
H -1.3990 1.0935 -2.9362 -0.01 0.22 0.00
H -0.5631 2.6185 -2.5791 0.13 -0.22 -0.17
H -2.8081 2.2359 -4.6269 0.12 0.13 0.15
H -1.0886 2.5498 -4.9235 -0.15 0.07 0.08
H -2.0829 3.8164 -4.1803 0.00 -0.18 -0.11
C -2.6116 -1.3283 -4.0663 0.00 0.34 0.00
C -4.4054 -0.1930 -2.8931 0.08 0.21 0.21
C -1.7286 -1.0561 -5.2689 0.05 -0.02 -0.18
H -3.3353 -2.1360 -4.2916 0.19 0.28 0.16
H -1.9812 -1.6317 -3.2122 -0.21 -0.08 -0.16
H -2.3383 -0.7476 -6.1303 0.19 -0.08 0.24
H -1.1724 -1.9610 -5.5331 -0.06 0.09 -0.03
H -0.9976 -0.2628 -5.0569 -0.25 -0.18 0.00
C -5.6798 0.0421 -3.6848 0.08 -0.11 -0.06
H -4.2702 0.6162 -2.1597 -0.08 -0.31 -0.09
H -4.4475 -1.1588 -2.3516 0.13 0.36 -0.28
H -5.6919 1.0599 -4.0872 0.00 -0.17 0.01
H -6.5467 -0.0869 -3.0343 -0.06 0.02 -0.06
H -5.7482 -0.6683 -4.5178 -0.06 0.12 0.14
H 1.5517 -0.4658 -0.7645 0.12 0.60 0.16
N 1.2234 0.4651 2.8469 -0.18 -0.14 -0.25
C 1.5615 -0.3675 3.8284 -0.05 0.20 -0.40
C 1.6770 -1.7600 3.6514 -0.25 0.25 0.15
C 1.9029 -2.4461 2.4413 0.37 0.34 -1.00
C 1.8335 0.2155 5.1918 -0.06 -0.17 0.32
H 1.0445 0.9212 5.4929 0.28 -0.12 -0.16
H 2.8013 0.7417 5.2189 -0.35 -0.11 -0.08
H 1.8709 -0.5974 5.9231 0.05 0.20 -0.06
C 2.2563 -3.9116 2.5273 0.10 -0.16 0.25
H 3.3467 -4.0547 2.5266 -0.29 -0.02 -0.05
H 1.8290 -4.4746 1.6861 0.18 0.22 0.18
H 1.8608 -4.3176 3.4624 0.12 -0.03 -0.12
N 1.8991 -1.8611 1.2414 -0.41 0.36 0.91
C 1.3038 1.8847 2.9438 -0.04 0.69 0.49
C 0.1211 2.6408 3.1293 0.62 -0.30 -0.34
C -1.2050 1.9759 3.3460 -0.41 0.03 0.13
C 0.1872 4.0287 3.0403 0.21 0.09 0.05
H -0.7418 4.6002 3.1187 0.34 -0.10 0.06
C 1.4080 4.6709 2.8500 0.04 0.11 0.01
H 1.4449 5.7614 2.8024 0.01 -0.33 -0.01
C 2.5812 3.9255 2.7294 -0.32 0.01 0.04
H 3.5424 4.4158 2.5807 -0.22 -0.01 0.04
C 2.5465 2.5329 2.7607 -0.74 -0.05 -0.06
C 3.7912 1.7435 2.5167 0.46 -0.01 0.01
C 2.7013 -2.3759 0.1957 0.08 -1.19 -0.37
C 2.1025 -2.9568 -0.9492 0.63 0.15 0.44
C 0.6243 -3.0989 -1.0512 -0.68 0.18 -0.14
C 2.9072 -3.4382 -1.9814 0.17 0.12 0.04
H 2.4153 -3.8400 -2.8680 0.20 0.00 0.19
C 4.2938 -3.3864 -1.8948 0.05 0.03 -0.09
H 4.9085 -3.7632 -2.7154 -0.18 0.13 0.27
C 4.8897 -2.8322 -0.7628 -0.35 0.04 -0.06
H 5.9725 -2.7554 -0.6823 -0.17 -0.09 -0.07
C 4.1152 -2.3267 0.2829 -0.48 -0.02 -0.26
C 4.7907 -1.7135 1.4674 0.38 0.32 0.27
Zn 0.5149 -0.1294 1.1232 0.50 -0.96 0.23
H -1.6798 1.6922 2.3927 0.20 -0.03 0.24
H -1.8842 2.6841 3.8396 0.10 -0.21 -0.14
H -1.1423 1.0813 3.9786 0.06 0.18 -0.20
H 3.9187 0.9314 3.2419 -0.03 0.08 -0.22
H 4.6620 2.4039 2.6000 -0.10 -0.16 -0.04
H 3.7977 1.3153 1.5042 -0.07 0.03 0.26
H 0.3366 -3.2187 -2.1043 -0.03 -0.11 0.24
H 0.1012 -2.2106 -0.6775 0.20 -0.45 -0.03
H 0.2365 -3.9565 -0.4820 0.17 0.12 -0.12
H 4.3813 -0.7216 1.7020 -0.02 -0.38 -0.03
H 5.8588 -1.5818 1.2491 -0.22 -0.06 0.12
H 4.7105 -2.3346 2.3721 -0.02 0.20 -0.19
H 1.7402 -2.3523 4.5562 0.01 0.04 -0.07
C -0.8336 -0.1571 -0.3550 -0.58 0.75 1.27
Si -2.2472 -1.0301 0.5931 0.05 0.21 -0.67
H -1.0643 0.9205 -0.4473 -0.24 -0.39 -0.03
H -0.6503 -0.5086 -1.3777 0.15 -0.14 0.42
C -3.7244 0.1129 0.8634 -0.15 -0.03 -0.02
C -1.8041 -1.6930 2.3247 0.18 0.10 -0.15
C -2.7655 -2.5539 -0.3835 -0.27 -0.16 0.09
H -2.7889 -2.3677 -1.4656 0.02 -0.10 0.36
H -3.7740 -2.8615 -0.0664 0.21 -0.03 -0.12
H -2.0817 -3.3910 -0.1813 -0.19 0.19 -0.12
H -3.4428 1.0431 1.3795 -0.09 -0.24 -0.17
H -4.4725 -0.4033 1.4878 0.18 0.17 -0.16
H -4.2002 0.3843 -0.0901 0.18 -0.02 0.31
H -1.2962 -0.9605 2.9727 -0.15 -0.24 -0.11
H -1.1675 -2.5876 2.2542 -0.08 0.22 0.07
H -2.7402 -1.9840 2.8251 0.23 0.06 -0.10
O 2.4385 -0.0777 -2.7040 1.34 0.73 1.87
N 3.0043 0.3372 -1.7059 -0.39 0.47 0.51
O 4.0811 0.8435 -1.5173 -1.79 -0.92 -0.57
O 2.1542 0.2517 -0.4396 1.42 -0.25 -3.03
```
Positions in Å, forces in eV/Å.

Number 1: E_HOMO -7.772 eV. Number 2: E_HOMO -7.773 eV.